86
Properties=species:S:1:pos:R:3 method="wB97M-V/def2-TZVPD" multiplicity=2 max_force_ev_per_a=2.048 homo_energy_ha="-0.240 / -0.241" homo_lumo_gap_ev="5.97 / 5.99"
Co -0.3780 -0.3977 -0.2473
C -5.5583 3.0795 1.2109
C -4.1569 2.7356 0.7873
C -3.7278 3.0093 -0.5121
C -2.4626 2.6715 -0.9416
C -1.5521 2.0143 -0.0945
N -0.3076 1.5521 -0.4734
C 0.4543 2.2299 -1.3918
C 0.2767 3.6128 -1.6087
C 0.9921 4.3148 -2.5536
C 1.9778 3.6942 -3.3132
C 2.7345 4.4452 -4.3767
C 2.2557 2.3697 -3.0278
C 1.5244 1.6326 -2.0996
N 1.9063 0.2788 -1.9036
C 2.5450 -0.4983 -2.8005
C 2.8170 -1.7023 -2.1923
C 2.2843 -1.5694 -0.9088
N 1.7212 -0.3737 -0.7461
C -2.0037 1.7298 1.2096
C -3.2777 2.0847 1.6336
N -1.1528 0.9895 2.0738
C -1.0339 1.1347 3.4086
C -0.0815 0.2409 3.8422
C 0.3389 -0.4205 2.6849
N -0.3193 0.0284 1.6246
H -5.8750 4.0173 0.7559
H -5.6396 3.1675 2.2937
H -6.2553 2.3037 0.8811
H -4.4170 3.4718 -1.2096
H -2.1761 2.8498 -1.9689
H -0.4520 4.1332 -1.0047
H 0.7804 5.3666 -2.7070
H 2.1601 5.3090 -4.7089
H 2.9264 3.8104 -5.2419
H 3.6960 4.8023 -4.0008
H 3.0854 1.8980 -3.5390
H 2.7453 -0.1736 -3.8045
H 3.3120 -2.5536 -2.6245
H 2.3169 -2.2704 -0.0939
H -3.5968 1.8035 2.6316
H -1.5960 1.8719 3.9533
H 0.2518 0.0879 4.8525
H 1.0969 -1.1762 2.5847
Br -5.5250 -5.7132 0.4138
C -5.8620 -4.4533 -0.9707
C -4.8275 -4.0886 -1.8205
C -5.0446 -3.1222 -2.7783
C -6.2968 -2.4774 -2.8814
C -7.3518 -2.9530 -2.0859
C -7.1301 -3.9149 -1.1187
N -6.5355 -1.3716 -3.6703
N -5.5964 -0.6835 -4.1760
C -4.4334 -0.3851 -3.5655
C -3.3382 -0.0055 -4.3567
C -2.0464 -0.0290 -3.8707
C -1.7780 -0.4135 -2.5477
O -0.5938 -0.6197 -2.0944
C -2.9007 -0.5711 -1.6647
N -2.5973 -0.7883 -0.3625
C -3.5867 -0.9129 0.4922
C -4.9272 -0.7370 0.1385
C -5.2463 -0.5083 -1.1789
C -4.2251 -0.4885 -2.1358
H -3.8532 -4.5481 -1.7180
H -4.2465 -2.8518 -3.4564
H -8.3277 -2.5016 -2.2050
H -7.9292 -4.2299 -0.4618
H -3.5278 0.2133 -5.4001
H -1.2092 0.2068 -4.5144
H -3.3175 -1.1576 1.5150
H -5.6970 -0.7849 0.8963
H -6.2740 -0.3424 -1.4726
C 0.4193 -4.8371 0.4654
C -0.7687 -4.8850 -0.4957
C -0.8631 -3.4310 -0.9351
O -0.4233 -2.6457 0.1868
C 0.2075 -3.4925 1.1502
H 1.3572 -4.8339 -0.0934
H 0.4344 -5.6590 1.1784
H -1.6720 -5.1902 0.0358
H -0.6133 -5.5550 -1.3389
H -1.8739 -3.1172 -1.1952
H -0.2061 -3.2256 -1.7854
H -0.4507 -3.5910 2.0199
H 1.1442 -3.0425 1.4814

81
Properties=species:S:1:pos:R:3 method="wB97M-V/def2-TZVPD" multiplicity=1 max_force_ev_per_a=3.412 homo_energy_ha=-0.283 homo_lumo_gap_ev=6.93 e_above_lowest_kj_mol=162.6
Lu 0.5509 -1.4475 -0.6766
C 0.7730 -2.4023 -3.2226
C 0.6034 -1.0068 -3.3328
C 1.7711 -0.3967 -2.8302
C 2.6465 -1.3907 -2.3418
C 2.0480 -2.6379 -2.5945
H 0.1302 -3.1841 -3.6365
H -0.1851 -0.4198 -3.8263
H 1.9525 0.6289 -2.7817
H 3.5934 -1.2764 -1.8319
H 2.5347 -3.5752 -2.3267
Cl -4.3636 0.0591 4.7030
C -2.9826 -0.0950 3.5802
C -1.7831 0.4527 3.9947
C -0.7483 0.4301 3.0946
C -0.8681 -0.2484 1.8709
O 0.0620 -0.2054 0.9845
C -2.1183 -0.8630 1.5444
C -2.4222 -1.5171 0.3201
O -1.6551 -1.7925 -0.6247
C -3.1324 -0.8165 2.4850
H -1.7609 0.9812 4.9428
H 0.2050 0.9399 3.2645
H -3.5059 -1.8399 0.2167
H -4.1096 -1.1589 2.2656
Cl 2.7096 1.3163 0.2890
C 2.4381 3.0433 -0.0097
C 3.4934 3.8694 0.3878
C 3.4445 5.2647 0.3216
C 2.2326 5.7833 -0.1491
C 1.1998 4.9901 -0.6026
C 1.2749 3.6009 -0.5694
P 0.0190 2.4390 -1.3295
C -1.4075 2.6153 -0.2302
C -2.6922 2.1655 -0.5980
C -3.7411 2.1525 0.2803
C -3.5729 2.4966 1.5898
C -2.3506 3.0626 1.9899
C -1.2838 3.0508 1.1066
C -0.4939 3.4542 -2.7939
C 0.0317 3.1807 -4.0660
C -0.3325 3.9252 -5.1800
C -1.3458 4.8732 -5.0700
C -1.9034 5.1501 -3.8288
C -1.5375 4.4226 -2.7235
H 4.4305 3.4416 0.6493
H 4.3213 5.8423 0.5231
H 2.2241 6.8624 -0.2874
H 0.3461 5.5283 -0.8984
H -2.8741 1.7783 -1.6000
H -4.7054 1.7310 -0.0086
H -4.4087 2.5588 2.2589
H -2.2098 3.5346 2.9795
H -0.3462 3.4219 1.5091
H 0.7069 2.3679 -4.1908
H 0.1200 3.7171 -6.0704
H -1.7143 5.3081 -5.9440
H -2.7281 5.8776 -3.6781
H -2.0049 4.5848 -1.7589
C -1.1629 -4.4163 2.0734
N -0.5217 -5.5978 1.5932
C -0.0699 -6.4956 2.6518
C 0.2829 -5.3938 0.3953
C 1.4905 -4.5487 0.6730
C 2.5402 -5.2211 1.2532
C 3.7136 -4.6193 1.6594
C 3.8501 -3.2607 1.4974
C 2.7589 -2.5498 0.9665
C 1.5634 -3.1482 0.5031
H -1.5174 -4.5278 3.1014
H -2.0248 -4.2402 1.4325
H -0.4933 -3.4935 2.1824
H -0.9112 -6.4872 3.3971
H 0.8854 -6.2957 3.1586
H 0.0361 -7.4841 2.2406
H -0.3678 -4.8538 -0.3069
H 0.5803 -6.3453 -0.0045
H 2.3634 -6.3001 1.4283
H 4.6114 -5.1061 1.9356
H 4.8375 -2.7743 1.7191
H 2.9797 -1.4698 0.9117

89
Properties=species:S:1:pos:R:3 method="wB97M-V/def2-TZVPD" multiplicity=2 max_force_ev_per_a=4.025 homo_energy_ha="-0.080 / -0.077" homo_lumo_gap_ev="6.36 / 6.28" charge=-2 e_above_lowest_kj_mol=0.0
Cu -0.7915 -1.0431 -0.1557
C -1.9866 2.4198 3.4620
C -1.0599 1.7203 4.4025
C -0.7765 2.3707 5.6018
C 0.0648 1.8135 6.5555
C 0.6035 0.5470 6.3072
C 0.3533 -0.0934 5.0977
C -0.4691 0.4800 4.1335
P -0.6215 -0.3645 2.5186
C 0.8382 -1.4513 2.3772
C 0.6729 -2.8309 2.2080
C 1.7625 -3.6673 1.9991
C 3.0295 -3.1625 2.0140
C 3.2321 -1.7925 2.1535
C 2.1376 -0.9287 2.2463
C 2.3899 0.5593 2.1610
C -2.0488 -1.4977 2.7538
C -2.4476 -1.9330 4.0258
C -3.4886 -2.8365 4.2004
C -4.1674 -3.3446 3.1001
C -3.7914 -2.9278 1.8299
C -2.8127 -1.9674 1.6017
C -2.6013 -1.5264 0.2252
H -2.2911 3.2882 4.0268
H -2.8608 1.8254 3.2408
H -1.4826 2.6616 2.5323
H -1.2943 3.3394 5.7810
H 0.2569 2.3467 7.4821
H 1.2650 0.0928 7.0494
H 0.7988 -1.0726 4.9478
H -0.3108 -3.2826 2.2379
H 1.6067 -4.7145 1.8113
H 3.8647 -3.8303 1.8494
H 4.2503 -1.3449 2.1680
H 3.3672 0.7085 1.6904
H 2.4860 0.9571 3.1657
H 1.6229 1.0773 1.5650
H -1.9141 -1.5192 4.8829
H -3.7324 -3.1854 5.1927
H -4.9633 -4.0667 3.1724
H -4.2399 -3.3702 0.9459
H -2.8963 -0.4763 0.0702
H -3.0339 -2.2298 -0.4815
O -0.3395 -0.1588 -3.0644
S 0.9189 -0.2692 -2.3478
O 1.9657 2.7884 -2.0127
O 0.7883 -0.3249 -0.8608
C 1.7491 -1.8631 -2.8995
C 2.9891 -1.6958 -3.4879
C 3.7328 -2.7965 -3.9550
C 3.1606 -4.0558 -3.9895
C 1.8616 -4.2287 -3.5328
C 1.1916 -3.1316 -2.9094
S -0.3160 -3.6185 -2.0152
O -1.4949 -3.1312 -2.7054
O -0.0878 -5.0299 -1.7218
O -0.0594 -2.8417 -0.7744
H 3.3861 -0.6944 -3.4831
H 4.6900 -2.5594 -4.4138
H 3.7630 -4.9089 -4.2761
H 1.3777 -5.2331 -3.5477
C 1.0182 1.4380 -7.3548
C 1.1879 2.0357 -6.0033
C 2.4654 2.0668 -5.4598
C 2.7000 2.5042 -4.1840
C 1.6345 2.7900 -3.3476
C 0.3390 2.8690 -3.8582
C 0.1171 2.4982 -5.1630
S 1.1675 3.6323 -0.7636
O 2.2404 3.5887 0.1955
O 0.8334 4.9169 -1.3425
N 0.0163 2.6182 -0.4454
C -1.2844 2.8925 -0.3526
C -1.9380 4.2149 -0.7059
C -3.2940 4.3281 -0.5899
C -4.0189 3.1948 -0.1328
C -3.3684 2.0208 0.1869
N -2.0411 1.8204 0.0617
H 1.4479 0.4393 -7.4018
H 1.4796 2.0531 -8.1132
H -0.0484 1.3552 -7.6187
H 3.3380 1.7085 -6.0476
H 3.7077 2.5707 -3.7703
H -0.4716 3.2068 -3.2011
H -0.8975 2.4990 -5.5673
H -1.2558 5.0170 -1.0627
H -3.8424 5.2686 -0.8176
H -5.0742 3.2686 0.1001
H -3.9549 1.1895 0.6069